The following is a DFT calculation (the ωB97M-V functional and the def2-TZVPD basis) of C5H11CeO4 as an isolated structure at a distorted geometry.

Structure (XYZ):
```
21
Properties=species:S:1:pos:R:3:forces:R:3:mulliken_charge:R:1
O 0.568 -2.849 0.162 -1.15 3.25 1.36 -0.443
C -0.085 -1.286 0.189 0.09 -4.55 -0.66 -0.186
O -0.774 4.164 0.226 1.05 -0.72 0.45 -0.563
C 0.405 -3.720 -0.910 -0.36 0.13 -0.70 -0.632
H 0.455 -3.191 -1.879 -0.10 -0.21 0.09 0.277
C -1.616 -1.291 0.232 -0.06 -2.55 0.24 -0.295
C 1.383 1.974 -0.114 -0.82 -2.47 1.76 -0.256
H 1.249 -4.429 -0.879 -0.30 0.23 0.05 0.244
H -1.891 -1.743 1.210 -0.12 0.24 -0.47 0.249
C 0.451 4.286 0.699 -0.72 1.19 -0.42 -0.262
O -2.244 -0.070 0.065 0.83 3.73 0.37 -0.652
H -1.965 -2.002 -0.545 0.03 0.33 0.27 0.259
Ce -1.763 2.136 0.305 -0.09 -3.24 -0.33 1.791
H 0.529 4.310 1.802 0.36 -0.62 -0.47 0.296
H 0.213 -0.962 -0.828 0.68 0.72 1.20 0.243
H 0.265 -1.110 1.220 0.78 0.91 -1.27 0.255
H -0.536 -4.290 -0.842 0.18 0.12 -0.18 0.253
H 1.387 1.776 -1.200 -0.21 1.01 0.12 0.270
O 0.452 1.314 0.564 0.49 2.59 -1.33 -0.505
H 1.134 4.977 0.175 -0.14 -0.65 -0.06 0.326
H 2.382 2.006 0.351 -0.43 0.57 -0.03 0.331
```
Forces are in eV/Å.

Summary:
**Total charge**: +1
**Energy relative to the best compared isomer or geometry (same formula, charge and spin)**: 0.0000 eV
**HOMO (alpha / beta)**: -11.7 / -11.8 eV
**Multiplicity**: 3
**LUMO energy (alpha / beta)**: -0.1865 / -0.1918 Ha
**HOMO-LUMO gap (alpha / beta)**: 0.245 / 0.241 Eh